(1)
Density functional theory data (ωB97M-V with the def2-TZVPD basis set) for a structure of composition C40H36N6O4PPbS3 in a non-equilibrium geometry.

Largest force on an atom (Eh/bohr): 0.023
Charge: +1
HOMO (eV): -8.564
Energy (eV): -106232.5246
Spin multiplicity: 1

Element x y z (Å)
Pb 0.233 -0.343 0.007
N 2.305 2.123 3.432
C 1.826 1.187 2.562
S 1.987 1.598 0.864
N 1.308 0.125 3.087
N 0.799 -0.848 2.259
C 0.551 -1.974 2.839
C 0.224 -3.216 2.201
C -0.211 -4.261 3.042
C -0.401 -5.539 2.588
C -0.139 -5.821 1.240
C 0.279 -4.829 0.392
C 0.465 -3.487 0.817
O 0.851 -2.609 -0.053
H 2.899 2.839 3.058
H 2.455 1.831 4.384
H 0.685 -1.999 3.921
H -0.401 -4.028 4.085
H -0.724 -6.323 3.259
H -0.269 -6.832 0.874
H 0.460 -5.043 -0.655
O -1.102 3.112 1.350
C -0.709 3.558 0.326
O -0.478 2.688 -0.765
C -0.519 4.942 -0.102
C -0.545 6.062 0.717
C -0.328 7.303 0.143
C -0.109 7.432 -1.226
C -0.102 6.317 -2.053
C -0.303 5.076 -1.476
P -0.243 3.424 -2.170
C -1.635 2.884 -3.153
C -2.816 2.571 -2.480
C -3.896 2.084 -3.191
C -3.797 1.907 -4.565
C -2.633 2.253 -5.236
C -1.547 2.750 -4.536
C 1.364 3.081 -2.857
C 1.571 1.981 -3.686
C 2.845 1.733 -4.168
C 3.900 2.564 -3.818
C 3.689 3.660 -2.990
C 2.420 3.930 -2.514
H -0.712 5.952 1.780
H -0.311 8.188 0.764
H 0.063 8.412 -1.651
H 0.090 6.416 -3.114
H -2.884 2.694 -1.407
H -4.814 1.839 -2.673
H -4.635 1.502 -5.116
H -2.577 2.132 -6.310
H -0.634 3.022 -5.051
H 0.752 1.311 -3.907
H 3.019 0.877 -4.806
H 4.894 2.349 -4.187
H 4.512 4.304 -2.712
H 2.242 4.791 -1.884
N -1.985 0.189 1.546
N -3.264 -0.240 1.190
C -3.443 -1.318 0.381
N -4.694 -1.813 0.341
S -2.249 -1.978 -0.574
H -1.703 -0.188 2.446
H -1.930 1.200 1.577
H -4.021 0.011 1.810
H -5.439 -1.506 0.944
H -4.836 -2.631 -0.224
O -0.015 -0.582 -2.810
S 0.137 -2.076 -2.868
C 0.012 -2.474 -4.629
C -0.188 -3.794 -5.006
C -0.294 -4.113 -6.351
C -0.237 -3.111 -7.310
C -0.079 -1.788 -6.921
C 0.045 -1.468 -5.577
C 1.920 -2.352 -2.752
C 2.726 -1.293 -2.382
C 4.081 -1.505 -2.170
C 4.616 -2.772 -2.343
C 3.797 -3.829 -2.715
C 2.441 -3.627 -2.906
H -0.274 -4.566 -4.250
H -0.434 -5.144 -6.649
H -0.339 -3.360 -8.357
H -0.056 -1.003 -7.666
H 0.155 -0.440 -5.255
H 2.293 -0.312 -2.250
H 4.710 -0.682 -1.856
H 5.672 -2.940 -2.180
H 4.214 -4.820 -2.834
H 1.795 -4.454 -3.170

Forces on atoms 1 to 2 (eV/Å):
Pb 0.03 -0.46 -0.21
N -0.06 0.11 0.21

Atomic partial charges in e from the Löwdin method, atoms 1 to 6: atom 1 (Pb): 1.15, atom 2 (N): 0.05, atom 3 (C): -0.89, atom 4 (S): 0.46, atom 5 (N): -0.03, atom 6 (N): -0.17



(2)
Density functional theory data (ωB97M-V with the def2-TZVPD basis set) for a structure of composition C35H30N11OS6Ti in a non-equilibrium geometry.

Largest force on an atom (Eh/bohr): 0.042
Charge: -1
HOMO (alpha / beta) (eV): -3.796 / -3.794
Energy (eV): -143349.3581
Spin multiplicity: 1

Element x y z (Å)
Ti 0.033 -0.040 0.166
C -1.511 0.382 -6.005
S -2.139 -0.452 -4.532
C -1.003 0.232 -3.297
S 0.651 0.069 -3.484
N -1.687 0.837 -2.344
N -1.082 1.128 -1.157
C -1.439 2.237 -0.616
C -1.042 2.537 0.761
C -1.433 3.698 1.400
C -1.109 3.873 2.735
C -0.391 2.887 3.390
C -0.004 1.770 2.679
N -0.310 1.604 1.393
H -2.080 0.000 -6.855
H -0.454 0.158 -6.123
H -1.662 1.455 -5.911
H -2.078 2.911 -1.171
H -1.999 4.438 0.848
H -1.421 4.764 3.264
H -0.134 2.976 4.436
H 0.570 0.978 3.137
S 1.967 1.054 -0.683
C 2.983 0.595 0.707
N 4.192 1.053 0.686
N 4.939 0.782 1.845
C 4.601 0.979 3.157
C 5.537 0.638 4.151
C 5.252 0.826 5.493
C 4.032 1.363 5.898
C 3.120 1.739 4.917
C 3.391 1.563 3.565
N 2.526 -0.261 1.661
N 1.291 -0.779 1.460
C 1.052 -1.861 2.383
C -0.007 -2.738 2.169
C -0.249 -3.796 3.034
C 0.567 -3.993 4.138
C 1.630 -3.121 4.356
C 1.880 -2.068 3.486
H 5.915 0.706 1.653
H 6.492 0.216 3.854
H 5.994 0.547 6.236
H 3.803 1.490 6.950
H 2.173 2.185 5.208
H 2.685 1.892 2.819
H -0.638 -2.618 1.305
H -1.077 -4.472 2.840
H 0.383 -4.821 4.813
H 2.278 -3.262 5.214
H 2.711 -1.393 3.642
N 1.335 -6.280 -2.881
C 0.130 -5.712 -2.591
O -0.916 -6.305 -2.730
C 0.165 -4.305 -2.039
C -1.029 -3.634 -1.913
C -1.034 -2.360 -1.376
N 0.078 -1.748 -0.955
C 1.245 -2.388 -1.112
C 1.324 -3.658 -1.640
H 1.300 -7.178 -3.331
H 2.145 -5.709 -3.053
H -1.948 -4.106 -2.236
H -1.956 -1.808 -1.265
H 2.134 -1.857 -0.811
H 2.303 -4.113 -1.719
S -4.004 -5.863 2.278
C -3.734 -4.223 2.291
S -3.292 -3.313 0.889
C -3.025 -1.858 1.842
N -3.300 -2.047 3.085
N -3.721 -3.347 3.330
C -3.995 -3.646 4.707
C -5.035 -4.487 5.070
C -5.255 -4.755 6.415
C -4.452 -4.180 7.392
C -3.427 -3.321 7.016
C -3.197 -3.050 5.676
S -2.494 -0.357 1.163
H -5.662 -4.932 4.311
H -6.064 -5.419 6.698
H -4.627 -4.398 8.438
H -2.797 -2.863 7.770
H -2.403 -2.383 5.365

Forces on atoms 1 to 2 (eV/Å):
Ti 1.46 -0.81 1.41
C 0.06 -0.21 0.03

Atomic partial charges in e from the Löwdin method, atoms 1 to 6: atom 1 (Ti): 0.62, atom 2 (C): -0.45, atom 3 (S): 0.75, atom 4 (C): -1.18, atom 5 (S): 0.53, atom 6 (N): -0.08